Record 1
Formula: C29H44NO2OsP3S
Source: OMol25
Level of theory: ωB97M-V/def2-TZVPD

XYZ file:
```
81
Properties=species:S:1:pos:R:3:forces:R:3:mulliken_charge:R:1
Os 2.151 1.441 -0.054 -3.45 -10.12 -0.59 0.57
S -1.988 -0.886 -0.595 -1.20 -1.97 -0.54 0.52
P -2.133 2.954 -2.167 0.01 0.23 -0.83 0.58
P -0.643 0.516 3.998 0.54 -0.97 4.08 0.92
P 4.322 -1.162 -1.750 1.79 -1.52 -1.40 0.66
O 0.882 -0.238 -2.408 2.03 1.91 3.78 -0.44
O 2.633 -1.482 1.194 -0.66 4.20 -2.28 -0.38
N -0.825 -0.184 0.203 0.39 1.38 0.91 -0.11
C -3.401 1.978 -3.077 0.14 -0.31 0.42 -1.17
C 2.466 -0.433 0.690 0.51 -2.93 2.43 0.24
C 1.930 3.406 -0.718 -0.64 2.24 -0.89 -0.25
C -5.848 -0.750 0.716 0.29 -0.06 -0.05 -0.65
C 1.439 3.303 0.581 -1.06 2.21 0.63 -0.69
C -0.920 3.225 -3.546 0.13 -0.22 0.27 -1.11
C -0.447 -3.016 0.197 0.27 -0.26 0.13 -0.11
C -2.980 4.587 -2.085 0.15 -0.11 0.61 -1.19
C 0.124 -4.286 0.043 -0.12 0.49 -0.14 -1.11
C -1.460 1.777 5.039 -0.28 0.64 -1.20 -1.07
C 3.553 -2.731 -2.230 -1.20 0.59 0.49 -0.96
C -0.991 -4.510 -2.107 0.06 0.04 0.01 -0.73
C -1.557 -3.244 -1.959 -0.13 0.37 0.27 -0.71
C -1.288 -2.515 -0.790 0.23 -0.40 -0.77 0.57
C -0.134 -5.017 -1.121 -0.04 0.01 0.07 -0.53
C 5.739 -1.547 -0.690 -0.81 0.73 1.01 -1.11
C 3.202 2.930 -1.027 1.61 1.53 -1.95 -0.83
C -4.660 -0.490 0.025 0.26 0.13 -0.19 -0.21
C 2.230 2.742 1.583 0.00 1.34 1.85 -0.27
C -5.867 -1.710 1.734 -0.14 0.18 -0.05 -0.53
C -3.496 -1.202 0.354 -0.79 0.35 0.27 0.41
C 1.035 0.359 4.782 0.53 0.47 -1.42 -1.17
C 4.975 -0.397 -3.259 -0.85 1.20 0.45 -1.15
C -1.417 -1.104 4.381 -0.05 -0.17 -1.56 -0.93
C -3.522 -2.178 1.353 0.06 -0.10 0.28 -0.58
C 4.003 2.378 -0.033 2.40 0.74 0.03 -0.24
C 1.361 0.345 -1.506 -2.07 -0.86 -4.57 0.57
C -4.710 -2.416 2.061 0.57 0.08 -0.32 -0.62
C 3.511 2.296 1.272 1.98 0.96 1.75 -0.86
H 4.996 2.016 -0.269 -0.06 0.01 0.04 0.71
H -6.756 -0.207 0.451 0.29 -0.18 0.07 0.45
H -0.501 2.241 -3.832 -0.21 0.46 -0.03 0.24
H 4.108 -0.064 -3.857 0.49 -0.28 -0.07 0.34
H -4.625 0.242 -0.783 -0.17 -0.17 0.27 0.40
H -2.626 -2.758 1.552 -0.22 -0.04 0.10 0.70
H 6.152 -0.589 -0.328 0.22 -0.52 -0.25 0.36
H 1.375 1.366 5.079 -0.09 -0.46 -0.10 0.43
H 1.038 -0.318 5.659 -0.38 0.25 -0.50 0.44
H 1.722 -0.030 4.000 -0.13 0.05 0.70 0.27
H 3.589 2.983 -2.043 -0.23 -0.02 0.14 0.50
H 1.855 2.675 2.597 0.06 -0.14 -0.11 0.69
H -1.173 0.697 0.609 -0.09 -0.15 -0.08 0.16
H -4.716 -3.166 2.855 -0.04 0.19 -0.31 0.47
H 4.143 1.881 2.050 -0.18 -0.21 -0.09 0.58
H 6.473 -2.143 -1.249 -0.13 0.17 0.08 0.48
H 5.501 0.517 -2.937 0.10 -0.35 -0.32 0.38
H -1.904 -1.120 5.369 0.26 0.30 -0.30 0.47
H 0.457 3.690 0.822 -0.11 -0.21 -0.15 0.54
H -3.943 2.605 -3.797 0.17 -0.25 0.12 0.47
H -2.160 -1.281 3.583 0.02 -0.25 0.54 0.13
H 4.330 -3.412 -2.596 -0.09 0.09 0.05 0.51
H -0.729 2.311 5.669 -0.23 -0.34 -0.31 0.38
H -3.592 4.589 -1.170 0.06 0.19 -0.35 0.36
H -1.213 -5.100 -3.000 0.13 0.24 0.30 0.47
H 3.013 -3.141 -1.359 0.38 -0.14 -0.34 0.24
H -2.186 -2.797 -2.731 0.11 -0.34 0.14 0.51
H -3.618 4.780 -2.956 0.26 -0.08 0.18 0.37
H -6.797 -1.911 2.274 0.34 0.07 -0.22 0.43
H 0.351 -5.988 -1.261 -0.31 0.28 0.05 0.47
H -1.876 2.492 4.304 -0.22 0.09 0.71 0.36
H -4.107 1.570 -2.342 -0.06 0.13 -0.33 0.28
H -2.220 5.371 -1.988 -0.25 -0.07 -0.03 0.37
H 2.792 -2.510 -2.995 0.39 -0.26 0.06 0.35
H 5.642 -1.059 -3.830 -0.22 0.01 0.26 0.47
H -0.229 -2.396 1.063 0.01 -0.26 0.00 0.66
H -1.374 3.717 -4.425 0.23 -0.24 0.41 0.43
H -0.089 3.837 -3.160 -0.27 -0.03 -0.33 0.31
H -0.630 -1.874 4.301 -0.38 0.27 0.10 0.37
H -2.274 1.328 5.630 0.26 0.11 -0.29 0.39
H 5.355 -2.084 0.195 0.39 -0.02 -0.38 0.35
H 1.316 3.843 -1.489 -0.13 -0.15 -0.08 0.57
H -2.912 1.136 -3.583 -0.21 0.18 0.00 0.31
H 0.774 -4.679 0.830 -0.23 0.06 -0.32 0.48
```
Forces are in eV/Å.

Values from the calculation:
HOMO (spin up / spin down) (eV): -17.7166 / -17.4085
Spin multiplicity: 5
Maximum force (eV Å⁻¹): 10.70
Frontier orbital gap (spin up / spin down) (eV): 7.075 / 3.208
Relative energy (zero: lowest compared OMol25 entry of this formula, charge and spin) (kJ/mol): 0.0
Electronic energy (Ha): -2847.9339
Net charge: +4


Record 2
Formula: C2H4O2S
Source: OMol25
Level of theory: ωB97M-V/def2-TZVPD

XYZ file:
```
9
Properties=species:S:1:pos:R:3:forces:R:3:mulliken_charge:R:1
S 0.938 1.209 2.645 1.40 -3.17 0.83 0.73
O 1.457 2.504 2.615 0.32 2.99 -0.26 -0.37
O 1.953 0.193 2.862 -1.46 0.34 -0.22 -0.39
C -0.362 -0.045 0.325 -1.76 0.19 4.82 -0.72
C 0.272 -0.528 -0.674 1.15 -1.27 -3.88 -0.27
H -0.698 -0.491 1.336 0.62 -0.46 -2.11 0.27
H 0.451 -1.625 -0.831 0.02 1.27 0.27 0.22
H -0.555 0.981 0.479 -0.21 1.38 -0.78 0.31
H 0.499 0.176 -1.549 -0.08 -1.25 1.33 0.21
```
Forces are in eV/Å.

Values from the calculation:
HOMO (eV): -10.8785
Maximum force (eV Å⁻¹): 5.14
Frontier orbital gap (eV): 9.886
Relative energy (zero: lowest compared OMol25 entry of this formula, charge and spin) (kJ/mol): 216.5
Electronic energy (Ha): -627.2017


Record 3
Formula: C18H38N3OPRuSSi
Source: OMol25
Level of theory: ωB97M-V/def2-TZVPD

XYZ file:
```
64
Properties=species:S:1:pos:R:3:forces:R:3:mulliken_charge:R:1
Ru 0.094 0.222 -0.936 -1.75 4.26 2.49 0.46
S -1.283 0.337 1.849 0.33 -0.73 0.49 -0.39
P -0.262 0.589 -3.171 0.15 -0.35 -0.92 1.13
Si 2.318 0.555 -1.019 0.70 -0.94 0.83 0.81
O -1.832 2.259 -1.038 -1.17 4.08 0.34 -0.38
N 0.646 0.611 3.637 0.36 -0.63 0.10 0.21
N -0.334 -1.467 -0.788 -0.24 -3.07 -0.16 -0.49
N -0.476 -1.386 3.854 -0.67 -0.10 -0.24 0.10
C -0.771 4.359 -1.422 -0.75 0.41 0.49 -0.62
C -1.369 -4.921 -0.936 0.59 0.26 -0.08 -0.59
C -1.866 3.504 -0.697 2.31 -4.88 -0.51 0.54
C 0.464 2.023 -4.027 0.05 0.23 -0.50 -1.14
C 1.007 -4.732 -1.637 0.06 0.12 0.12 -0.55
C 2.908 2.276 -0.913 1.02 1.12 0.08 -1.16
C -2.277 3.731 0.767 -0.08 0.09 -0.55 -0.62
C 1.056 1.797 2.902 0.02 0.42 -0.02 -1.14
C -0.240 -2.773 -0.927 0.11 -0.85 -0.15 0.03
C -0.953 -1.261 5.248 0.53 0.15 -0.23 -1.10
C -0.322 -0.184 3.165 -0.24 0.43 -0.60 0.18
C -1.989 0.651 -3.747 -0.24 -0.12 -0.52 -1.26
C -1.404 -3.566 -0.682 0.50 0.28 -0.08 -0.25
C -0.162 -5.477 -1.424 -0.40 -0.90 -0.04 -0.34
C 1.549 0.143 4.696 0.16 0.73 -0.11 -1.12
C 0.998 -3.374 -1.372 -0.83 0.31 0.24 -0.13
C 0.423 -0.848 -4.074 -0.07 0.13 -0.33 -1.22
C -1.111 -2.488 3.117 -0.01 0.05 -0.26 -0.99
H -1.916 2.778 1.223 -0.48 0.84 0.03 -0.16
H 0.400 -0.693 -5.158 0.00 -0.04 0.07 0.44
H -0.147 -6.551 -1.637 0.04 0.36 0.07 0.32
H 0.006 2.957 -3.683 0.07 -0.28 0.03 0.15
H 2.694 2.861 -1.813 -0.08 -0.07 0.06 0.29
H 2.712 -0.069 -2.251 0.75 -0.30 -0.98 -0.40
H 1.455 -1.015 -3.757 -0.13 0.02 -0.04 0.26
H -2.267 -2.996 -0.319 0.14 -0.51 -0.13 0.41
H -0.523 -2.735 2.210 -0.36 0.18 0.53 0.20
H -1.690 4.580 1.129 -0.29 -0.04 0.25 0.33
H 1.829 2.280 3.514 -0.27 0.07 -0.34 0.45
H 0.197 2.476 2.759 0.44 -0.27 0.03 0.28
H 2.931 -0.246 0.062 1.60 -0.03 -0.16 -0.33
H 1.539 2.076 -3.841 -0.06 -0.05 0.05 0.27
H -1.474 -0.306 5.390 0.07 -0.20 0.11 0.32
H 4.001 2.234 -0.805 -0.09 0.17 -0.07 0.38
H 1.301 -0.001 0.289 -1.42 0.30 -0.56 0.12
H -0.576 5.249 -0.795 0.16 -0.35 -0.36 0.39
H 1.183 0.494 5.675 0.25 -0.18 -0.22 0.24
H 2.532 2.833 -0.054 -0.11 -0.10 -0.02 0.27
H -2.054 0.742 -4.850 0.13 0.00 0.48 0.41
H -1.634 -2.081 5.457 -0.10 0.06 0.00 0.48
H -2.498 1.494 -3.281 0.04 -0.05 0.00 0.29
H -2.137 -2.218 2.808 0.30 -0.24 0.10 0.34
H 1.619 -0.944 4.690 0.05 0.14 -0.07 0.40
H -1.127 -3.359 3.795 0.01 0.33 -0.42 0.48
H -2.265 -5.519 -0.751 0.44 -0.02 -0.18 0.36
H 1.934 -5.210 -2.005 -0.72 0.19 0.26 0.34
H -0.161 -1.742 -3.828 0.08 0.17 0.06 0.30
H -3.364 3.884 0.992 0.96 -0.15 -0.45 0.31
H 0.106 3.655 -1.409 -0.67 0.80 -0.19 -0.15
H -0.982 4.744 -2.460 -0.03 -0.76 1.04 0.27
H -0.105 -1.337 5.939 -0.33 0.08 0.07 0.28
H 2.529 0.600 4.500 -0.24 -0.34 0.21 0.48
H 0.309 1.953 -5.114 0.02 -0.02 0.21 0.45
H 1.861 -2.705 -1.490 -0.36 -0.43 -0.03 0.21
H -2.502 -0.271 -3.458 0.09 0.11 0.07 0.32
H 1.472 1.528 1.904 -0.34 0.15 0.61 0.25
```
Forces are in eV/Å.

Values from the calculation:
HOMO (spin up / spin down) (eV): -5.5098 / -7.2987
Spin multiplicity: 5
Maximum force (eV Å⁻¹): 5.42
Frontier orbital gap (spin up / spin down) (eV): 5.908 / 7.399
Relative energy (zero: lowest compared OMol25 entry of this formula, charge and spin) (kJ/mol): 185.8
Electronic energy (Ha): -2071.8583


Record 4
Formula: C2ClNa8O10
Source: OMol25
Level of theory: ωB97M-V/def2-TZVPD

XYZ file:
```
21
Properties=species:S:1:pos:R:3:forces:R:3:mulliken_charge:R:1
Cl -2.931 3.369 -1.051 -0.51 2.22 -0.70 1.66
Na 1.213 -0.635 2.597 0.27 -0.27 0.45 0.86
Na 2.773 -2.650 -1.034 0.10 0.04 0.62 0.81
Na -0.370 -2.774 0.685 0.44 -0.56 1.02 1.05
Na 2.101 -1.039 -4.008 -0.05 -0.60 -0.54 0.86
Na 0.331 2.839 -0.077 -1.28 0.02 0.22 0.88
Na -0.748 0.510 -3.367 -0.23 0.62 0.11 0.79
Na -2.811 -0.387 -0.700 -0.35 1.24 0.47 0.83
Na 2.934 1.320 -2.527 0.28 0.37 0.28 0.89
O 0.825 -3.888 4.565 1.35 -0.35 -0.57 -0.32
O -4.308 3.030 -1.121 0.08 -0.22 0.29 -0.59
O -2.176 2.239 -0.500 1.20 -2.35 0.68 -0.68
O -2.399 3.574 -2.382 0.30 -0.17 -0.05 -0.64
O 1.283 -1.295 0.356 1.45 -0.82 -1.54 -0.98
O 2.260 -2.298 4.376 0.90 -0.41 -0.28 -0.49
O 1.195 -0.231 -1.679 1.10 -0.07 -0.80 -0.89
O 1.160 -2.997 2.615 0.17 -0.47 -1.60 -0.67
O -2.650 4.497 -0.203 -0.16 -0.70 -0.51 -0.58
O -0.089 0.357 0.076 0.82 0.12 -1.09 -0.66
C 1.551 -3.165 3.817 -3.08 1.61 1.57 0.84
C 0.857 -0.377 -0.438 -2.80 0.73 1.95 0.02
```
Forces are in eV/Å.

Values from the calculation:
HOMO (eV): -14.4215
Maximum force (eV Å⁻¹): 3.81
Frontier orbital gap (eV): 1.886
Relative energy (zero: lowest compared OMol25 entry of this formula, charge and spin) (kJ/mol): 0.0
Electronic energy (Ha): -2586.1008
Net charge: +3


Record 5
Formula: C2H5N3O
Source: OMol25
Level of theory: ωB97M-V/def2-TZVPD

XYZ file:
```
11
Properties=species:S:1:pos:R:3:forces:R:3:mulliken_charge:R:1
O 0.083 -1.552 0.173 -6.10 2.42 -2.00 -0.50
N 2.265 -0.586 0.088 -3.02 3.39 1.96 -0.65
N -2.057 0.083 -0.453 2.21 1.73 0.06 -0.67
N 0.054 -0.138 0.581 -0.98 0.72 -1.08 -0.06
C -1.001 0.683 0.006 2.69 -1.83 1.31 0.39
C 1.412 0.412 0.365 2.43 -3.66 -1.42 -0.03
H -0.868 -1.497 -0.566 3.36 -0.18 2.84 0.41
H 1.514 -1.381 0.269 3.16 0.88 -1.09 0.47
H -0.382 1.684 0.183 -2.97 -0.92 -1.05 0.17
H -2.632 0.722 -1.000 -0.22 -0.06 0.32 0.23
H 1.612 1.570 0.355 -0.54 -2.51 0.14 0.24
```
Forces are in eV/Å.

Values from the calculation:
SMILES: [H]/N=C\N(O)/C=N/[H]
HOMO (eV): -9.5447
Maximum force (eV Å⁻¹): 6.87
Frontier orbital gap (eV): 10.113
Relative energy (zero: lowest compared OMol25 entry of this formula, charge and spin) (kJ/mol): 580.8
Electronic energy (Ha): -318.5293


Record 6
Formula: C10H40O10
Source: OMol25
Level of theory: ωB97M-V/def2-TZVPD

XYZ file:
```
60
Properties=species:S:1:pos:R:3:forces:R:3:mulliken_charge:R:1
O -2.643 -3.409 4.001 -0.83 -0.01 0.10 -0.52
O 2.206 1.611 -5.223 1.59 0.18 0.68 -0.56
O 1.472 1.832 0.202 0.89 0.18 -0.88 -0.51
O 3.872 -0.794 -4.082 -0.31 -1.21 0.76 -0.56
O 1.148 0.307 4.592 0.22 -0.24 -0.56 -0.51
O -3.116 1.977 -4.391 -0.56 2.54 -0.61 -0.51
O -1.887 3.501 -1.945 -0.37 0.08 -0.20 -0.56
O -3.519 1.990 3.390 -1.43 -0.09 -0.16 -0.55
O -0.183 -0.242 0.550 -0.57 1.02 0.74 -0.17
O 1.245 -2.418 1.801 -0.80 -0.27 -0.19 -0.35
C 2.713 1.566 0.809 0.39 1.79 1.44 -0.74
C -2.106 -3.651 2.712 0.59 0.32 0.61 -0.24
C -2.552 0.995 3.170 1.20 0.72 -0.60 -0.43
C -0.497 -0.751 -0.701 0.21 -1.38 -1.06 -0.20
C -2.957 0.624 -4.424 0.57 -0.80 0.75 -0.18
C 0.901 1.333 -4.812 -1.13 0.15 -1.12 -0.44
C 3.299 -0.703 -2.765 0.23 1.11 -0.49 -0.41
C 2.591 -2.425 2.139 2.28 0.63 -0.22 -0.84
C -1.682 2.521 -0.946 1.14 -0.45 -0.03 -0.46
C 0.161 -0.725 4.664 -0.12 0.61 0.26 -0.41
H -1.420 -4.498 2.702 -0.20 -0.37 -0.05 0.27
H 3.417 0.804 0.474 -0.75 -0.73 -0.40 0.25
H -2.664 0.300 -5.423 -0.13 -0.23 -0.05 0.24
H 3.411 0.349 -2.504 0.02 -0.05 0.77 0.26
H -1.507 -2.798 2.393 -0.12 0.25 -0.29 -0.06
H 2.558 1.566 1.888 0.06 -0.96 0.32 0.25
H -0.697 2.087 -1.120 0.21 -0.12 0.22 0.10
H -0.704 -0.259 5.136 -0.26 -0.41 0.02 0.32
H 0.200 -0.980 1.030 0.34 -0.17 0.49 0.17
H 2.242 -0.932 -2.631 -0.32 -0.19 -0.77 0.10
H 0.388 -1.287 -1.044 -0.03 -0.19 -0.54 0.31
H 3.785 -1.363 -2.045 0.58 0.13 -0.38 0.29
H -2.372 1.681 -1.036 -0.48 0.49 0.16 0.34
H -2.948 -3.808 2.038 0.17 -0.03 0.08 0.28
H 2.851 -3.022 3.014 -0.30 0.05 0.20 0.31
H 1.084 -3.302 1.463 -0.49 -0.03 -0.10 0.23
H -2.726 0.104 3.774 0.45 0.09 0.21 0.29
H 0.438 -1.628 5.208 0.36 0.13 0.22 0.37
H 3.233 -2.760 1.324 -0.17 -0.57 -0.31 0.37
H -2.155 0.396 -3.722 0.10 -0.84 0.00 -0.14
H 2.247 2.042 -6.080 -0.34 -0.03 0.05 0.29
H 3.441 -0.162 -4.662 -0.25 0.35 0.09 0.30
H -2.598 2.413 -3.710 0.05 0.01 0.18 0.32
H -0.109 -1.052 3.660 0.10 0.25 -0.08 -0.05
H -1.315 -1.468 -0.633 -0.21 -0.09 -0.06 0.26
H 3.338 2.458 0.777 -0.12 0.41 -0.68 0.32
H 2.993 -1.418 2.243 -0.62 0.23 0.55 0.26
H 0.241 2.194 -4.920 -0.02 0.26 0.12 0.36
H -3.580 2.037 4.347 -0.25 0.30 -0.02 0.31
H -1.636 2.996 0.034 -0.49 -0.37 0.21 0.31
H 0.838 1.020 -3.770 0.44 -0.20 -0.17 0.05
H -1.649 1.592 3.290 0.97 -1.11 0.78 0.30
H -2.420 0.677 2.135 -0.95 0.09 -0.25 0.08
H -0.766 -0.035 -1.478 0.14 0.40 0.54 -0.36
H -2.018 -3.399 4.730 0.40 -0.10 -0.45 0.28
H 1.836 0.258 5.260 -0.27 -0.37 0.14 0.27
H -3.888 0.167 -4.092 0.05 -0.54 -0.15 0.25
H 0.851 1.147 0.461 -0.28 -0.46 0.11 0.41
H 0.528 0.593 -5.521 -0.53 -0.49 0.51 0.32
H -1.213 4.151 -1.732 -0.06 0.34 -0.44 0.30
```
Forces are in eV/Å.

Values from the calculation:
SMILES: CO.CO.CO.CO.CO.CO.CO.CO.CO.CO
HOMO (eV): -9.8879
Maximum force (eV Å⁻¹): 2.67
Frontier orbital gap (eV): 10.009
Relative energy (zero: lowest compared OMol25 entry of this formula, charge and spin) (kJ/mol): 506.4
Electronic energy (Ha): -1157.1590